Run w
167
Properties=species:S:1:pos:R:3 method="wB97M-V/def2-TZVPD" e_lumo_ha=0.0424 homo_lumo_gap_ev=4.569 charge=-1
Hg -0.77452 11.41879 11.36305
Hg 2.41680 10.18618 10.15590
C -0.00036 11.22063 8.01842
C 0.22501 12.68926 8.36862
C -1.01661 13.40015 7.79862
C -1.17875 14.86178 8.15429
C -1.06703 14.95997 9.66947
C 0.11890 14.26619 10.32455
N 0.21618 12.88250 9.82024
O 1.19914 12.18968 10.54088
C -0.19671 14.26045 11.83322
C 1.40897 15.11723 10.13274
C 1.47450 13.13885 7.62642
H 0.14254 11.04253 6.95120
H -0.99828 10.86011 8.27221
H 0.74079 10.55676 8.47283
H -1.89425 12.83464 8.14268
H -1.09490 13.25900 6.71245
H -2.18214 15.23345 7.93816
H -0.43176 15.42007 7.58322
H -1.98562 14.58626 10.13754
H -1.12285 16.02017 9.95695
H -1.26732 14.08574 11.98549
H 0.00592 15.28634 12.14755
H 0.37338 13.56304 12.44864
H 1.09858 16.09241 9.76118
H 2.18668 14.66316 9.52452
H 1.90274 15.23834 11.09885
H 1.44333 12.77220 6.58992
H 2.44654 12.73060 7.91568
H 1.56795 14.21931 7.46805
C -4.28812 12.28346 13.84013
C -3.32791 11.18111 13.39490
C -3.88985 9.85056 13.93025
C -4.97003 9.21763 13.04027
C -4.25284 8.90881 11.73644
C -3.86759 10.19469 11.01884
N -3.24285 11.13458 11.93012
O -2.83372 12.39181 11.36254
C -5.12670 10.86082 10.43361
C -2.95269 9.73495 9.87463
C -1.98270 11.36502 14.09905
H -5.24502 12.23585 13.31612
H -3.93729 13.28942 13.57874
H -4.42708 12.32939 14.92284
H -4.36442 9.93579 14.91325
H -3.03816 9.16570 14.00608
H -5.83451 9.87100 12.94677
H -5.21624 8.28330 13.53646
H -4.83639 8.27051 11.06960
H -3.37226 8.30770 11.99340
H -5.42926 10.33414 9.51581
H -4.86512 11.78566 9.88129
H -5.76976 11.28799 11.19803
H -1.99500 9.31893 10.20281
H -2.81579 10.53083 9.13156
H -3.44782 8.98247 9.24660
H -1.23961 10.61038 13.80138
H -2.23335 11.26687 15.15476
H -1.44252 12.27638 13.80897
C 4.13308 13.34337 11.67913
C 5.24296 12.85171 10.71823
C 6.45627 13.79536 10.82606
C 7.18493 13.59345 12.14424
C 7.53676 12.11326 12.30690
C 6.40950 11.06001 12.10024
N 5.70884 11.50035 10.89367
O 4.72912 10.60577 10.52583
C 5.55155 10.95473 13.32920
C 7.20678 9.78687 11.82768
C 4.72766 13.11588 9.30510
H 3.86004 14.35725 11.37031
H 4.41251 13.47366 12.72572
H 3.27428 12.67383 11.58505
H 6.08882 14.81585 10.69867
H 7.11140 13.49018 10.00466
H 6.45779 13.85149 12.93042
H 8.04212 14.25405 12.28542
H 7.81838 12.03851 13.37184
H 8.49311 11.99672 11.78784
H 6.11323 10.92286 14.27742
H 4.91858 10.06461 13.40139
H 4.81980 11.73618 13.53561
H 6.46128 8.99995 11.63691
H 7.58745 9.46372 12.80693
H 7.97092 9.82061 11.06717
H 5.52869 13.20840 8.57330
H 4.14535 14.04046 9.23490
H 4.02629 12.32473 9.03446
C 4.31985 11.57105 5.67874
C 4.22639 10.05812 5.83766
C 5.35517 9.55613 4.90117
C 5.57178 8.07204 5.14775
C 5.86317 7.91000 6.63051
C 4.72536 8.33213 7.54551
N 4.43045 9.72412 7.22956
O 3.44375 10.33400 7.97948
C 5.29786 8.23541 8.95868
C 3.59048 7.29771 7.44076
C 2.88006 9.62495 5.22677
H 4.23990 11.86377 4.62616
H 5.28284 11.92040 6.05359
H 3.53028 12.10896 6.20176
H 6.27476 10.07183 5.19526
H 5.08738 9.86679 3.89196
H 6.37210 7.73154 4.48078
H 4.68358 7.48225 4.90163
H 6.85724 8.31012 6.85648
H 6.08662 6.83397 6.73270
H 4.49894 8.49786 9.66733
H 6.18335 8.84285 9.11836
H 5.49734 7.19660 9.25452
H 3.90886 6.33342 7.85269
H 3.34062 7.13325 6.39566
H 2.71887 7.56502 8.03053
H 2.09401 10.25875 5.64998
H 2.53312 8.63699 5.52969
H 2.90448 9.69258 4.13953
C 0.58894 7.29279 9.41393
C 1.06961 7.24306 10.83833
C 2.42361 6.46470 10.92677
C 3.25687 6.93893 12.11641
C 2.33898 7.42891 13.22284
C 1.53590 8.65826 12.87110
N 1.16325 8.56602 11.46846
O 0.22360 9.51599 10.94826
C 2.43538 9.87186 13.11909
C 0.40081 8.84009 13.89529
C 0.03265 6.28496 11.51801
H 0.61775 6.29987 8.96240
H 1.30466 7.85457 8.79516
H -0.35490 7.78522 9.19652
H 2.96333 6.58993 9.98253
H 2.23202 5.39744 11.04010
H 3.97341 7.73366 11.89499
H 3.80922 6.06130 12.46801
H 3.12585 7.60880 13.96732
H 1.74211 6.60069 13.61438
H 1.84902 10.76467 12.88340
H 3.39627 9.81688 12.59619
H 2.79478 9.93996 14.15148
H -0.48852 8.24192 13.66932
H 0.13566 9.89615 13.94929
H 0.68142 8.64548 14.93003
H -0.89440 6.84707 11.70317
H 0.25174 5.87873 12.50952
H -0.19642 5.40568 10.91175
C -3.97282 5.51780 8.01159
Br -4.04844 3.73941 7.25672
Br -2.57647 5.53789 9.42005
Br -5.68660 6.03637 8.72198
H -3.65143 6.29349 7.33664
C -3.79300 3.81619 13.49097
Br -2.95959 2.45828 12.36992
Br -5.01241 4.94646 12.45555
Br -2.43672 4.97747 14.24727
H -4.39934 3.31072 14.22293
C 2.13724 12.11502 16.72563
Br 0.67750 10.85545 16.64935
Br 2.00425 13.43267 18.17578
Br 2.29674 13.05762 15.04785
H 3.02173 11.52735 16.91000
C 5.09552 3.70902 14.56578
Br 5.61454 2.88799 16.24620
Br 3.22256 4.13215 14.59812
Br 5.65964 2.78511 12.96171
H 5.62877 4.64553 14.53479

Run x
167
Properties=species:S:1:pos:R:3 method="wB97M-V/def2-TZVPD" e_lumo_ha=-0.0663 homo_lumo_gap_ev=1.481 charge=-1
Hg -11.03865 -8.46445 -17.26899
Hg -5.40421 -12.15507 -16.22531
C -16.28438 -10.07566 -17.34682
C -17.26542 -8.84456 -17.16668
C -17.85291 -8.90329 -15.70997
C -18.60327 -7.60876 -15.28409
C -17.63565 -6.38249 -15.37141
C -16.93321 -6.27332 -16.80398
N -16.40670 -7.57499 -17.26431
O -15.54735 -7.54363 -18.45483
C -15.75154 -5.23115 -16.60630
C -18.06832 -5.79701 -17.80056
C -18.36776 -8.95682 -18.25348
H -15.27246 -9.98805 -16.95130
H -16.10468 -10.27193 -18.40384
H -16.69963 -10.92722 -16.80783
H -17.05811 -9.17680 -15.01601
H -18.66498 -9.62669 -15.63681
H -19.02963 -7.73974 -14.28952
H -19.47884 -7.47564 -15.91950
H -16.92672 -6.38249 -14.54345
H -18.26848 -5.53175 -15.11874
H -16.01813 -4.37518 -15.98635
H -15.50656 -4.80417 -17.57881
H -14.82186 -5.62666 -16.19720
H -17.93227 -4.74667 -18.05820
H -19.10550 -5.93215 -17.49381
H -18.01094 -6.26666 -18.78252
H -17.97840 -9.15778 -19.25153
H -19.11069 -8.15925 -18.24759
H -18.88557 -9.89592 -18.05835
C -9.26878 -7.18259 -23.80671
C -8.17589 -6.13871 -23.73762
C -8.01765 -5.68570 -25.18221
C -7.10916 -4.47808 -25.29134
C -7.56532 -3.36848 -24.44013
C -7.72806 -3.72280 -22.89424
N -8.56249 -4.96273 -22.82757
O -8.94817 -5.35047 -21.49623
C -8.54479 -2.49359 -22.41161
C -6.38787 -3.71725 -22.17503
C -6.83532 -6.80539 -23.34202
H -10.23629 -6.68594 -23.87992
H -9.38765 -7.80360 -22.91884
H -9.09706 -7.94521 -24.56634
H -8.95490 -5.43315 -25.67808
H -7.63732 -6.52849 -25.75941
H -7.26587 -4.03705 -26.27573
H -6.05599 -4.67951 -25.09548
H -8.56431 -3.07603 -24.76353
H -6.84363 -2.56013 -24.55776
H -8.95096 -2.63100 -21.40949
H -9.45558 -2.36748 -22.99698
H -7.99002 -1.55576 -22.38331
H -5.63914 -4.15143 -22.83759
H -6.42447 -4.37152 -21.30400
H -6.16598 -2.75614 -21.71119
H -6.70497 -7.59383 -24.08328
H -6.84848 -7.23855 -22.34187
H -5.94337 -6.19876 -23.49862
C -10.12837 -16.41949 -17.12650
C -8.70305 -15.91462 -17.17359
C -7.72574 -17.19056 -17.21141
C -7.69754 -17.96785 -18.58071
C -7.47748 -16.95440 -19.71000
C -8.33777 -15.64828 -19.75699
N -8.36882 -15.00410 -18.36864
O -8.90454 -13.68843 -18.32208
C -9.74081 -15.92608 -20.28833
C -7.61664 -14.69974 -20.79863
C -8.33427 -15.33920 -15.82552
H -10.20973 -17.29959 -17.76438
H -10.83143 -15.66072 -17.47015
H -10.52447 -16.72259 -16.15732
H -7.97929 -18.07626 -16.62888
H -6.70246 -16.92655 -16.94441
H -8.66516 -18.45595 -18.69716
H -6.97101 -18.77594 -18.66588
H -7.58962 -17.50297 -20.64519
H -6.42927 -16.66165 -19.64949
H -9.71025 -16.31238 -21.30712
H -10.48969 -15.16329 -20.07521
H -10.06290 -16.81352 -19.74355
H -8.35964 -14.12400 -21.35050
H -7.14689 -15.33686 -21.54796
H -6.77713 -14.11919 -20.41615
H -7.28548 -15.21533 -15.55570
H -8.94150 -15.62074 -14.96523
H -8.53964 -14.27088 -15.89356
C -9.04016 -7.89184 -10.77886
C -9.77932 -7.10168 -11.88723
C -10.45896 -5.83071 -11.36354
C -9.59639 -4.66711 -10.92297
C -8.75417 -4.29767 -12.13245
C -7.98750 -5.42191 -12.79926
N -8.90599 -6.61289 -13.02439
O -8.14612 -7.74614 -13.69060
C -6.71274 -5.69017 -11.93347
C -7.45273 -4.79754 -14.12651
C -10.96823 -7.90835 -12.44935
H -9.76013 -8.37390 -10.11753
H -8.47437 -7.16997 -10.18989
H -8.32587 -8.64795 -11.10472
H -11.04082 -6.01987 -10.46145
H -11.32068 -5.45096 -11.91247
H -8.97529 -4.88098 -10.05315
H -10.24293 -3.85779 -10.58374
H -8.12214 -3.43580 -11.91840
H -9.49827 -3.91294 -12.82987
H -6.19457 -6.60233 -12.22939
H -7.08697 -5.79142 -10.91475
H -6.00910 -4.85853 -11.89666
H -8.24749 -4.49366 -14.80777
H -6.81493 -5.53197 -14.61836
H -6.75665 -3.97589 -13.95782
H -10.76869 -8.82649 -13.00191
H -11.65481 -7.25511 -12.98785
H -11.50626 -8.40577 -11.64238
C -1.05289 -10.69401 -17.42287
C -0.07569 -11.09441 -16.26002
C 0.14829 -9.76811 -15.45704
C 0.75215 -9.98054 -14.08263
C -0.01495 -11.07289 -13.33510
C -0.17195 -12.43532 -14.07360
N -0.73744 -12.12648 -15.41812
O -1.18881 -13.22698 -16.08347
C -1.18039 -13.13455 -13.14962
C 1.22476 -13.14726 -14.05465
C 1.37016 -11.49433 -16.89470
H -1.27658 -11.61381 -17.96326
H -0.64433 -10.00363 -18.16081
H -2.01163 -10.32601 -17.05752
H -0.80760 -9.24658 -15.40815
H 0.86676 -9.07130 -15.88873
H 0.71212 -9.03659 -13.53907
H 1.79704 -10.27422 -14.18291
H -0.98876 -10.67699 -13.04690
H 0.46828 -11.28420 -12.38120
H -2.12151 -12.59302 -13.05403
H -0.77565 -13.34615 -12.15992
H -1.47630 -14.10625 -13.54502
H 1.30508 -13.79073 -13.17853
H 2.07373 -12.46372 -14.04378
H 1.37271 -13.79257 -14.92056
H 1.60766 -10.82714 -17.72328
H 1.35375 -12.49434 -17.32807
H 2.18299 -11.58559 -16.17422
C -8.17500 -24.40640 -14.28935
Br -6.81225 -25.51957 -15.13866
Br -7.45008 -23.47218 -12.70085
Br -9.71824 -25.58214 -13.62786
H -8.49761 -23.67756 -15.03286
C -0.36985 -21.48599 -12.43884
Br -0.35214 -23.42286 -12.08923
Br -1.71962 -21.07777 -13.84014
Br 1.44145 -20.76540 -12.78226
H -0.81466 -21.03960 -11.54947
C -14.79307 -17.28269 -9.96296
Br -16.27118 -18.50552 -10.46467
Br -14.73472 -15.74195 -11.27447
Br -12.98564 -18.15915 -9.82487
H -15.14838 -16.88202 -9.01358
C -14.11596 -15.25302 -29.00780
Br -14.07685 -16.40835 -27.41428
Br -14.02868 -13.36444 -28.47542
Br -15.73555 -15.72141 -30.04410
H -13.18572 -15.46030 -29.53673

Stability, lowest: run x